Entry 1:
# C19H14BrIrN6O7

A molecular structure, C19H14BrIrN6O7 (the ωB97M-V functional and the def2-TZVPD basis, the Open Molecules 2025 dataset).

```
48
Properties=species:S:1:pos:R:3:forces:R:3
Ir -0.202370 1.229108 0.182674 -0.26 -0.06 -0.48
N 1.248149 2.839341 1.435979 0.11 0.03 0.12
C 1.391636 2.382831 2.807213 0.04 0.01 -0.08
C 0.139080 1.637094 3.215492 0.10 -0.35 0.02
O -0.199730 1.580594 4.394317 -0.02 0.03 -0.02
N -0.476882 1.026289 2.191882 -0.08 0.29 0.06
C -1.760706 0.405547 2.446446 0.04 -0.12 0.03
C -2.750120 0.915627 1.422035 0.06 -0.09 0.11
O -3.946947 0.930433 1.589152 -0.05 -0.06 -0.09
O -2.175910 1.322543 0.303718 -0.08 0.24 -0.23
H 2.132491 3.007203 0.972752 -0.06 -0.02 -0.08
H 0.650731 3.648978 1.321637 -0.02 0.00 0.07
H 1.558640 3.191929 3.518788 0.01 0.01 -0.01
H 2.233402 1.689709 2.865638 -0.01 0.00 0.01
H -2.101838 0.601256 3.458854 0.00 0.09 0.00
H -1.699811 -0.680593 2.308293 -0.04 0.01 0.13
O -1.035594 4.661070 -1.957182 0.00 0.07 0.01
C -0.759720 3.562720 -1.520875 0.02 -0.08 -0.03
O -0.504313 3.264991 -0.291683 0.02 -0.08 0.07
C -0.646672 2.391287 -2.471879 -0.05 -0.02 -0.03
C -0.793163 2.529942 -3.839445 -0.03 0.03 0.02
C -0.631809 1.411951 -4.636552 0.01 -0.02 -0.01
C -0.330178 0.193726 -4.042449 -0.01 0.01 0.00
C -0.199534 0.130526 -2.669073 -0.04 0.01 -0.03
N -0.362273 1.216459 -1.912852 0.11 0.10 0.07
H -1.024990 3.511223 -4.227663 0.00 0.00 -0.01
H -0.734071 1.485161 -5.711563 -0.01 0.00 0.00
H -0.192404 -0.702431 -4.630369 0.00 0.00 0.00
H 0.027578 -0.784886 -2.143761 0.02 0.00 0.03
Br -1.452925 -7.459301 -0.371062 0.00 -0.01 0.00
C -0.935635 -5.662588 -0.034338 0.00 0.01 0.00
C 0.288066 -5.414160 0.565639 0.00 0.01 0.00
C 0.656963 -4.101044 0.811156 0.00 -0.03 0.02
C -0.180890 -3.053949 0.449407 -0.01 -0.01 0.01
C -1.404827 -3.324873 -0.150885 0.01 -0.02 -0.02
C -1.792034 -4.635400 -0.392062 0.00 0.01 0.00
C 0.267954 -1.644106 0.737192 0.00 0.13 0.00
O 1.209596 -1.416135 1.461874 -0.02 -0.10 0.01
O -0.475359 -0.759403 0.110957 0.29 -0.08 0.23
H 0.937504 -6.234220 0.838339 0.00 0.00 0.00
H 1.598405 -3.866417 1.289901 0.00 0.01 0.00
H -2.056595 -2.504610 -0.419774 0.00 0.00 0.00
H -2.747093 -4.855145 -0.848391 0.00 0.00 0.00
N 1.792204 0.827055 -0.312319 -0.05 0.19 0.15
C 2.899273 0.745365 0.053844 -0.03 -0.19 -0.07
N 4.112697 0.569453 0.407605 0.03 0.07 0.02
C 4.864098 1.645904 0.609583 0.00 -0.04 -0.02
N 5.565928 2.543944 0.813798 0.01 0.01 0.00
```
Positions in Å, forces in eV/Å.

Calculated values
DFT total energy ... -4266.18066 a.u.
ΔE to the lowest compared entry with this formula, charge and spin ... 16.1 kcal per mole
2S+1 ... 2
Total charge ... -1
⟨S²⟩ ... 0.75
HOMO (spin up / spin down) ... -5.9 / -5.8 eV

---

Entry 2:
# C19H14Cl2MnN4O2S

A molecular structure, C19H14Cl2MnN4O2S (the ωB97M-V functional and the def2-TZVPD basis, the Open Molecules 2025 dataset).

```
43
Properties=species:S:1:pos:R:3:forces:R:3
Mn 0.447181 -0.158528 -0.509453 0.71 -0.66 -1.05
O 2.584781 1.422672 2.693147 -0.55 0.29 -0.42
C 1.717081 1.378372 1.803847 0.34 -1.46 0.35
N 1.015581 0.285372 1.404147 0.04 1.06 -0.29
C 0.819381 -0.759328 2.280547 -0.04 -1.07 0.62
C 0.969181 -0.680228 3.665147 0.09 0.14 -0.17
C 0.659281 -1.761128 4.468347 -0.18 -0.33 0.39
C 0.177781 -2.937928 3.914447 0.08 0.06 0.39
C 0.024681 -3.049428 2.545947 -0.09 -0.16 -0.16
C 0.333981 -1.974428 1.709847 0.21 0.28 0.71
N 0.158981 -1.927728 0.351547 -0.06 -0.12 0.09
C -0.131019 -3.026028 -0.399153 -0.39 -0.39 -0.65
O -0.167119 -4.219928 -0.024653 0.03 0.30 0.12
C -0.432719 -2.657028 -1.777053 -0.03 -0.52 0.18
C -0.844819 -3.619028 -2.705153 0.03 -0.09 -0.03
C -1.173119 -3.265828 -3.988553 -0.03 -0.45 0.01
C -1.061519 -1.893728 -4.338453 -0.04 0.45 0.00
C -0.627319 -1.002528 -3.384353 0.02 0.42 -0.47
N -0.319619 -1.317528 -2.123853 -0.04 0.21 0.57
C 1.328481 2.624272 1.112747 -0.88 1.10 -0.91
C 2.127481 3.760072 1.247447 0.15 -0.43 0.09
C 1.754081 4.938272 0.647947 -0.73 0.13 -0.47
C 0.532681 4.963672 -0.036653 0.67 0.16 0.30
C -0.218319 3.802872 -0.072953 -0.32 0.00 -0.03
N 0.145081 2.643972 0.453947 1.03 0.46 0.86
H 1.327081 0.234072 4.112847 0.08 -0.02 -0.04
H 0.798981 -1.688128 5.542247 -0.04 0.05 0.03
H -0.094219 -3.771328 4.556447 0.09 -0.01 -0.03
H -0.326519 -3.969528 2.103247 -0.01 0.11 -0.04
H -0.901719 -4.643028 -2.357353 0.04 0.01 0.03
H -1.488519 -4.000628 -4.722953 -0.01 -0.02 0.09
H -1.317919 -1.550628 -5.333753 0.08 0.12 0.04
H -0.504219 0.044472 -3.639853 0.10 -0.04 0.03
H 3.040281 3.668372 1.814247 0.08 -0.05 0.04
H 2.377781 5.823372 0.703147 0.00 -0.02 0.02
H 0.182881 5.865072 -0.523853 -0.06 -0.01 0.00
H -1.190219 3.815372 -0.555553 0.05 0.00 -0.06
Cl -1.623519 2.373772 -2.772053 -0.33 -0.04 0.00
C -2.845319 1.529172 -1.803853 0.43 -0.20 0.09
Cl -2.104919 0.657572 -0.413353 -1.05 0.41 -0.26
H -3.337019 0.801272 -2.444953 0.11 0.00 0.13
H -3.542819 2.264372 -1.410753 0.08 -0.12 0.04
S 1.729781 0.977172 -1.792653 0.31 0.48 -0.13
```
Positions in Å, forces in eV/Å.

Calculated values
DFT total energy ... -3571.58142 a.u.
2S+1 ... 6
Total charge ... -2
⟨S²⟩ ... 8.88
HOMO (spin up / spin down) ... 1.2 / -0.9 eV